(1)
Here is C27H46BBr33IN2O7P as an isolated structure from the OMol25 dataset. Energies are from ωB97M-V/def2-TZVPD.

XYZ file:
```
118
Properties=species:S:1:pos:R:3:lowdin_charge:R:1
C 3.37160 2.65179 2.69222 -0.0919
C 3.21684 2.14256 1.10661 -0.2899
O 3.86474 0.83232 0.90042 -0.3065
P 3.81241 0.32551 -0.76458 0.8066
O 3.26096 1.53396 -1.65308 -0.4222
C 2.65220 -1.16697 -1.11006 -0.2119
C 1.59922 -1.48051 0.10609 -0.1446
C -0.00066 -1.47561 -0.38227 -0.2816
C -0.45745 -3.04803 -0.42183 -0.3314
N 0.55484 -3.96017 -1.12184 -0.5132
I 0.35970 -3.86189 -3.18918 0.7552
O -0.70803 -0.63399 0.58951 -0.1591
C -2.16033 -0.60259 0.37170 -0.2930
C -2.63981 -0.10014 -1.11116 -0.1403
C -1.75285 1.10603 -1.77107 -0.1928
C -1.34193 2.31852 -0.74770 -0.1649
C -0.28895 3.29443 -1.56060 -0.2302
N -0.62655 4.76770 -1.50300 -0.0085
C -0.25280 5.40908 -0.18489 -0.3005
C 0.88422 4.88127 0.87358 -0.0349
O -0.88859 6.55915 0.13080 -0.0991
C -2.77684 0.33976 1.60976 -0.0337
B -1.65940 0.57696 2.82998 -0.3865
O -1.55656 -0.34421 4.01642 -0.0005
O -0.71353 1.73844 2.86476 0.0180
O 5.45519 -0.12185 -1.20349 -0.2870
C 6.29647 1.07547 -1.40618 -0.3212
C 6.80072 1.78978 -0.01009 -0.1018
H 4.46413 2.48251 3.11070 0.0857
H 2.55225 2.07962 3.33052 0.0784
H 3.15831 3.81502 2.80746 0.0798
H 3.66199 3.01488 0.46076 0.1106
H 2.05034 1.99164 0.94898 0.1113
H 3.32197 -2.13947 -1.28486 0.1158
H 2.10720 -0.94179 -2.12225 0.0669
H 1.83980 -2.50066 0.67659 0.1303
H 1.70869 -0.63761 0.93201 0.1126
H 0.01351 -1.07554 -1.48101 0.1161
H -0.74361 -3.43766 0.66776 0.0604
H -1.46470 -3.10630 -1.05988 0.0854
H 0.39393 -4.94930 -0.80148 -0.0483
H -2.67630 -1.66602 0.54077 0.1509
H -2.57556 -1.05349 -1.82681 0.1138
H -3.80532 0.15296 -1.05936 0.1373
H -2.44182 1.60352 -2.60992 0.1309
H -0.77678 0.77140 -2.32290 0.1056
H -2.34085 2.93713 -0.54888 0.1325
H -0.88854 1.96635 0.27173 0.0936
H -0.35639 2.98639 -2.71200 0.0849
H 0.78744 3.01406 -1.19766 0.1083
H -0.03995 5.28666 -2.22330 0.1368
H 1.87864 4.71787 0.23397 0.0970
H 0.53475 3.81193 1.25540 0.0779
H 1.08492 5.62272 1.76534 0.1020
H -3.68369 -0.22414 2.14235 0.1281
H -3.15177 1.38119 1.23043 0.1087
H -1.07874 -1.19278 3.75343 0.1187
H -0.40133 1.85442 3.82500 0.1196
H 7.28888 0.69203 -1.94763 0.0389
H 5.81093 1.90311 -2.07704 0.0526
H 6.65810 1.07772 0.91056 0.0857
H 6.14951 2.76819 0.19147 0.0807
H 7.92251 2.18052 -0.06252 0.0858
C -4.24640 7.63275 1.28066 -1.5895
Br -5.18464 6.08863 2.00144 0.5462
Br -5.47728 9.03112 0.72054 0.5375
Br -2.90162 8.30416 2.51562 0.5579
H -3.71667 7.29502 0.38380 -0.0283
C -2.35544 -0.91429 7.57402 -1.6068
Br -0.85639 -0.04829 8.46119 0.5490
Br -2.48913 -2.79588 8.04941 0.5432
Br -4.02631 0.03173 7.88642 0.5514
H -2.15915 -0.86962 6.49769 -0.0557
C 9.65446 1.53324 -4.00411 -1.5719
Br 11.20759 2.03030 -2.94352 0.5600
Br 9.15558 -0.32685 -3.72946 0.5925
Br 8.15622 2.73670 -3.70197 0.5915
H 9.93973 1.63574 -5.05632 -0.0232
C 3.04456 2.14989 -5.49141 -1.5714
Br 4.54361 3.01588 -4.60425 0.5458
Br 2.91087 0.26830 -5.01603 0.5743
Br 1.37369 3.09590 -5.17902 0.5607
H 3.24085 2.19455 -6.56775 -0.0370
C -1.13742 11.26430 0.79733 -1.6123
Br -2.32354 10.92591 -0.70692 0.5387
Br 0.42872 12.28954 0.26786 0.5485
Br -2.07531 12.09274 2.28675 0.5325
H -0.77887 10.29058 1.14712 -0.0442
C 2.48164 -5.96611 -6.67087 -1.6020
Br 1.54340 -7.51023 -5.95008 0.5437
Br 1.25076 -4.56774 -7.23099 0.5301
Br 3.82642 -5.29470 -5.43591 0.5333
H 3.01137 -6.30384 -7.56772 -0.0243
C -2.44040 -6.65372 0.12090 -1.5715
Br -3.64238 -8.09428 0.63489 0.5554
Br -1.86716 -5.60654 1.65681 0.5989
Br -0.92874 -7.30692 -0.91474 0.6087
H -3.00774 -5.98115 -0.53086 -0.0439
C -4.46241 -10.32707 4.10071 -1.5784
Br -3.23016 -11.18864 2.86645 0.5589
Br -4.04812 -8.44136 4.33886 0.5634
Br -6.31701 -10.60075 3.58119 0.5448
H -4.32872 -10.80928 5.07468 -0.0324
C -6.14087 -5.79600 2.44415 -1.6051
Br -6.11430 -4.59379 3.97323 0.5603
Br -7.90028 -6.57916 2.16958 0.5619
Br -5.47309 -4.93351 0.83340 0.5530
H -5.45649 -6.61957 2.67302 -0.1177
C -8.72198 -10.77574 7.18063 -1.6086
Br -9.78987 -10.29721 8.73458 0.5600
Br -6.81612 -10.71608 7.56583 0.5395
Br -9.25648 -12.49131 6.43533 0.5488
H -8.91694 -10.01916 6.41342 -0.0249
C 2.35287 5.81761 -8.70380 -1.5955
Br 3.88848 5.34191 -7.60847 0.5490
Br 1.42560 4.24383 -9.37285 0.5460
Br 1.14673 7.02738 -7.77319 0.5561
H 2.73696 6.35720 -9.57578 -0.0248
```

Values from the calculation:
E_LUMO: -0.6897 eV



(2)
Here is a 7-piece molecular cluster, C27H46BFN8O4PS overall from the OMol25 dataset. Energies are from ωB97M-V/def2-TZVPD.

XYZ file:
```
89
Properties=species:S:1:pos:R:3:lowdin_charge:R:1
C -2.71363 1.30298 5.29801 -0.1278
C -3.26673 2.06635 4.00188 -0.2283
C -2.31460 1.95989 2.70746 -0.2039
N -1.98018 0.56010 2.30374 -0.0001
C -0.61159 0.41503 1.80590 -0.1000
C 0.63235 0.88996 2.61679 0.0903
C 2.07194 0.67046 2.06388 -0.1772
S 3.46140 1.28242 3.11616 0.7196
C 4.08687 0.04181 4.34451 -0.1428
O 2.88540 2.43363 3.93823 -0.3778
O 4.58655 1.90474 2.29545 -0.3682
C 2.20361 -0.03776 0.68021 -0.2323
P 3.89362 -0.40780 -0.06980 0.8971
C 5.14635 -1.00753 1.20595 -0.3094
C 4.54611 1.01027 -1.13537 -0.2900
C 0.88964 -0.44253 -0.08538 -0.0566
C 0.98459 -1.13650 -1.54203 -0.0944
C 0.75877 -2.73391 -1.42231 -0.1402
F 1.87241 -3.41868 -2.03911 -0.1035
N -0.42969 -0.20578 0.49470 0.1709
B -1.72941 -0.59657 -0.22455 -0.5186
O -2.08181 -1.96886 -0.43881 0.1401
O -2.51956 0.53373 -0.68410 0.0036
C -1.79849 1.26642 -1.72258 -0.2135
C -2.78279 2.37701 -2.39014 -0.0881
H -1.60121 1.46765 5.48418 0.0747
H -3.36369 1.51665 6.22863 0.0914
H -2.84957 0.16653 5.10814 0.0711
H -4.36170 1.79995 3.74284 0.1206
H -3.29820 3.19139 4.27071 0.1179
H -1.41900 2.65468 2.84222 0.1244
H -2.92881 2.40820 1.83375 0.1334
H -2.09460 -0.12178 3.06684 0.1227
H 0.42662 1.39669 3.61618 0.1152
H 5.21437 0.10691 4.49204 0.0975
H 3.76890 -1.02928 4.08433 0.0658
H 3.59735 0.29817 5.35369 0.0914
H 5.86032 -0.20575 1.59495 0.0462
H 4.54023 -1.42260 2.09957 0.0089
H 5.79445 -1.88997 0.85019 0.0603
H 3.68640 1.71282 -1.43787 0.0577
H 4.90705 0.53421 -2.12637 0.0495
H 5.43643 1.57416 -0.70011 0.0533
H 2.03583 -1.00723 -2.00586 0.1050
H 0.27255 -0.63319 -2.30216 0.1187
H 0.79022 -3.01519 -0.31010 0.1101
H -0.23203 -2.97354 -1.93238 0.1243
H -2.98165 -2.06067 -0.02567 0.1447
H -1.45006 0.58221 -2.57270 0.1162
H -0.88436 1.84595 -1.30890 0.1346
H -3.02011 2.08307 -3.46867 0.0571
H -2.35013 3.43346 -2.33078 0.0515
H -3.78046 2.38607 -1.80637 0.0862
C -3.20039 5.87673 -4.63843 -0.0677
C -2.60937 4.58559 -4.99762 -0.2712
N -2.14537 3.56995 -5.27883 0.1240
H -2.50612 6.70123 -4.81864 0.0866
H -4.10421 6.08171 -5.21756 0.0367
H -3.47777 5.91175 -3.58222 0.0439
C 3.89980 -5.09741 2.93500 -0.0862
C 3.00245 -4.08293 2.37442 -0.2507
N 2.29504 -3.28765 1.93302 0.1389
H 3.49155 -5.53515 3.84864 0.0886
H 4.06998 -5.91415 2.23359 0.0380
H 4.87647 -4.67664 3.18535 0.0852
C 0.81791 -6.61689 -2.19708 -0.0801
C 1.40933 -7.91020 -2.55108 -0.2776
N 1.87384 -8.92593 -2.82902 0.1229
H 1.51243 -5.79353 -2.37981 0.0601
H -0.08484 -6.41458 -2.77843 0.0834
H 0.53924 -6.57782 -1.14120 0.0808
C 5.87077 -8.92611 0.65265 -0.0579
C 5.57174 -8.20021 1.89019 -0.2386
N 5.33653 -7.63046 2.86323 0.1349
H 6.74189 -8.50825 0.14262 0.0861
H 6.08248 -9.98006 0.84680 0.0885
H 5.03360 -8.88670 -0.04848 0.0838
C -7.18029 3.75478 -5.95253 -0.0652
C -6.77596 5.11103 -5.57277 -0.2581
N -6.45842 6.17673 -5.27451 0.1310
H -7.85996 3.76318 -6.80783 0.0855
H -6.31898 3.14142 -6.22782 0.0830
H -7.69404 3.24509 -5.13413 0.0833
C -4.78359 7.68860 -0.43016 -0.0614
C -4.19130 6.39685 -0.78779 -0.2511
N -3.72555 5.38191 -1.06919 0.1424
H -4.08924 8.51249 -0.61099 0.0862
H -5.68632 7.89087 -1.01139 0.0876
H -5.06204 7.72405 0.62562 0.0849
```

Values from the calculation:
net charge: +1
E_LUMO: -4.4791 eV



(3)
Here is a 3-piece molecular cluster, C27H46BrN3O7S overall from the OMol25 dataset. Energies are from ωB97M-V/def2-TZVPD.

XYZ file:
```
85
Properties=species:S:1:pos:R:3:lowdin_charge:R:1
C 0.84901 4.54416 -4.02264 -0.0954
C -0.63146 3.85227 -4.32013 -0.2122
O -1.42917 3.61034 -3.10622 -0.1557
C -1.29620 4.71818 -2.13893 -0.2567
O -1.76394 5.93612 -2.43544 -0.0249
C -0.53079 4.58138 -0.65907 -0.0837
C -0.17193 3.01908 -0.27809 -0.2022
C -1.21208 2.32224 0.78109 -0.1679
C -1.32055 0.66394 0.59796 -0.0441
C -2.01101 -0.05685 -0.72424 -0.1616
N -2.58023 0.79047 -1.85107 0.0425
C -3.90986 1.08288 -1.64991 -0.2855
C -4.54381 2.26378 -2.64996 -0.0603
C -4.88621 0.40559 -0.50815 -0.0679
C -2.13577 -1.70533 -0.92227 -0.4352
Br -3.03284 -2.38675 -2.60931 0.6083
C -1.55827 -2.71063 0.26975 -0.0820
C -1.67685 -4.34375 0.19120 -0.1871
C -0.87792 -5.04143 -1.05878 -0.1974
C 0.74179 -4.78428 -1.08013 -0.2021
O 1.55236 -6.03696 -1.06738 -0.2658
C 1.27224 -6.86401 -2.25265 -0.1399
C -0.88354 -1.91893 1.57949 -0.1646
N -0.34523 -2.70599 2.77608 -0.2908
S 0.26407 -1.50413 3.93281 0.8408
N -0.09219 0.04930 3.13679 -0.2964
C -0.74032 -0.28159 1.80515 -0.1872
H 1.32982 4.12438 -3.02678 0.0848
H 1.59494 4.22009 -4.89033 0.0960
H 0.68015 5.70199 -4.00412 0.0938
H -1.23321 4.43094 -5.15758 0.1350
H -0.39086 2.78243 -4.77989 0.1333
H 0.50112 5.14180 -0.77256 0.1162
H -1.13444 5.14830 0.18027 0.1351
H -0.11873 2.34012 -1.23765 0.1132
H 0.89879 3.03182 0.23266 0.1207
H -2.29868 2.79468 0.71119 0.1187
H -0.75545 2.48660 1.86647 0.1156
H -5.55054 1.81094 -3.07098 0.0843
H -4.75689 3.18822 -1.94209 0.0962
H -3.79558 2.56971 -3.51004 0.0815
H -6.01479 0.71070 -0.73593 0.0900
H -4.83380 -0.77616 -0.47740 0.0789
H -4.57967 0.87744 0.54013 0.0981
H -2.83276 -4.58446 0.02142 0.1255
H -1.35442 -4.88627 1.17867 0.1142
H -1.28050 -4.69753 -2.12867 0.0792
H -1.13556 -6.20594 -1.00664 0.1272
H 1.09220 -4.10124 -0.16685 0.1379
H 1.05600 -4.16634 -2.05018 0.1336
H 2.23816 -7.35464 -2.69536 0.0983
H 0.58952 -7.76807 -1.87758 0.0978
H 0.60636 -6.30861 -3.07141 0.1070
C 6.26628 7.13827 -3.65660 -0.1114
O 6.19318 6.89340 -2.25433 -0.1962
C 4.94199 7.29585 -1.68911 -0.1894
C 3.94552 6.13010 -1.61258 -0.1874
O 3.60757 5.62022 -2.90936 -0.2257
C 4.41516 4.50430 -3.28878 -0.1129
H 7.03988 6.48765 -4.07488 0.0915
H 5.32618 6.92925 -4.17067 0.0803
H 6.54615 8.18063 -3.83245 0.0874
H 4.52306 8.14135 -2.25074 0.1270
H 5.14724 7.64336 -0.67716 0.1210
H 3.01428 6.50144 -1.16792 0.1184
H 4.32247 5.32535 -0.97116 0.1260
H 4.00738 3.59306 -2.85290 0.0831
H 5.45513 4.61484 -2.97657 0.0826
H 4.38618 4.42325 -4.38155 0.0916
C -2.56140 -5.53078 7.17713 -0.1131
O -2.29364 -6.06105 5.88144 -0.1967
C -1.24456 -5.36133 5.20563 -0.1982
C 0.11869 -6.03915 5.40540 -0.1866
O 0.52157 -6.05066 6.78140 -0.1995
C 0.16396 -7.26237 7.44872 -0.1113
H -3.06489 -6.30509 7.76335 0.0904
H -1.65426 -5.23369 7.70682 0.0809
H -3.22400 -4.66534 7.08910 0.0864
H -1.21759 -4.31118 5.52540 0.1139
H -1.48604 -5.37496 4.14335 0.1088
H 0.87447 -5.46012 4.86102 0.1210
H 0.12143 -7.05626 4.99723 0.1250
H 0.91575 -8.02503 7.24925 0.0840
H -0.81420 -7.63651 7.14136 0.0805
H 0.13653 -7.05880 8.52545 0.0915
```

Values from the calculation:
structure (SMILES): CCOC(=O)CCCc1c(N=C(C)C)c(Br)c(CCCOC)c2nsnc12.COCCOC.COCCOC
E_LUMO: -1.5787 eV



Number 1: Kohn-Sham gap 8.550 eV, total energy -2375516.6929 eV. Number 2: Kohn-Sham gap 5.968 eV, total energy -72360.6647 eV. Number 3: Kohn-Sham gap 6.610 eV, total energy -128405.7894 eV.